[1]
Below is a structure of composition C25H17N6O3Pd, with properties calculated with ωB97M-V/def2-TZVPD.

```
52
Properties=species:S:1:pos:R:3:forces:R:3
Pd 0.41814 -1.84293 -0.29049 0.6 0.3 -0.1
C 3.49941 -1.88559 -3.78817 0.0 0.0 0.0
C 2.51583 -2.29214 -2.89206 0.0 0.0 0.0
N 2.09804 -1.48909 -1.92426 -0.2 0.0 -0.1
C 2.65140 -0.26967 -1.83788 0.0 0.0 0.0
C 3.62960 0.11507 -2.74417 0.0 0.0 0.0
N 4.05234 -0.68521 -3.71653 0.0 0.0 0.0
C 2.19619 0.60681 -0.72211 0.0 -0.1 0.0
C 2.53367 1.94309 -0.58461 0.0 0.0 0.0
C 2.06706 2.65218 0.52097 0.0 0.0 0.0
C 1.26368 1.98970 1.44894 0.1 0.0 0.0
C 0.94580 0.65952 1.23804 0.0 0.0 0.1
N 1.42153 0.00880 0.17729 -0.2 -0.2 0.1
C 0.08232 -0.15014 2.14435 0.1 0.0 0.0
C -0.55890 0.37524 3.25631 0.0 0.0 0.0
N -1.33179 -0.36211 4.04588 0.0 0.0 0.0
C -1.46866 -1.64101 3.73423 0.0 0.0 0.0
C -0.84461 -2.19240 2.62043 0.0 0.0 0.0
N -0.07676 -1.44807 1.83877 -0.2 0.1 -0.1
C 2.41539 4.07919 0.70503 0.0 0.0 0.0
C 1.49266 4.98282 1.21983 0.0 0.0 0.0
C 1.86885 6.30948 1.36799 0.0 0.0 0.0
N 3.07414 6.77165 1.05192 0.0 0.0 0.0
C 3.95367 5.90312 0.56424 0.0 0.0 0.0
C 3.67631 4.55826 0.36835 0.0 0.0 0.0
H 3.83592 -2.55060 -4.57318 0.0 0.0 0.0
H 2.05864 -3.27040 -2.96259 0.0 0.0 0.0
H 4.09228 1.09188 -2.68881 0.0 0.0 0.0
H 3.12392 2.45019 -1.33345 0.0 0.0 0.0
H 0.91890 2.51544 2.32677 0.0 0.0 0.0
H -0.46298 1.42106 3.51669 0.0 0.0 0.0
H -2.09349 -2.25226 4.37263 0.0 0.0 0.0
H -0.97220 -3.23361 2.35297 0.0 0.0 0.0
H 0.48420 4.68291 1.47301 0.0 0.0 0.0
H 1.16255 7.03369 1.75675 0.0 0.0 0.0
H 4.93329 6.29660 0.31922 0.0 0.0 0.0
H 4.45058 3.90271 -0.00818 0.0 0.0 0.0
O -3.06823 -4.88201 -0.09293 0.0 0.0 0.0
C -3.91470 -3.91329 -0.52056 0.0 0.0 0.0
C -5.28735 -4.13668 -0.59113 0.0 0.0 0.0
C -6.14570 -3.12748 -0.98345 0.0 0.0 0.0
C -5.65819 -1.86330 -1.29772 0.0 0.0 0.0
C -4.30042 -1.63623 -1.21890 0.0 0.0 0.0
C -3.41093 -2.65101 -0.85271 -0.1 0.2 -0.1
C -1.97380 -2.33453 -0.82919 0.2 -0.5 -0.1
O -1.57491 -1.13969 -0.59889 -0.2 0.0 0.0
O -1.09535 -3.23118 -1.00768 0.0 0.1 0.4
H -3.56903 -5.69089 0.06147 0.0 0.0 0.0
H -5.67958 -5.11332 -0.33075 0.0 0.0 0.0
H -7.20756 -3.32852 -1.03718 0.0 0.0 0.0
H -6.33055 -1.07317 -1.59959 0.0 0.0 0.0
H -3.89060 -0.66282 -1.45489 0.0 0.0 0.0
```
Forces are in eV/Å.

Multiplicity ... 3
Orbital gap (alpha / beta) ... 7.084 / 6.407 eV
Largest force on an atom ... 0.01242 hartree/bohr
Net charge ... +1
Energy above the lowest of the compared OMol25 structures with the same formula, charge and spin ... 2.1 kcal/mol
Expectation value of S² ... 2.006
LUMO (alpha / beta) ... -4.029 / -4.706 eV

[2]
Below is a structure of composition C25H18AuO5PS2, with properties calculated with ωB97M-V/def2-TZVPD.

```
52
Properties=species:S:1:pos:R:3:forces:R:3
Au 0.07232 -0.19281 -0.04537 0.4 0.4 0.3
O -2.48572 1.28007 2.90579 0.2 0.1 0.3
S -1.31938 1.40436 2.09072 -0.2 0.0 -0.6
O -1.53723 1.78701 0.68702 -0.3 -0.2 0.2
O -0.40006 0.22052 2.12509 -0.2 -0.3 -0.1
C -0.25734 2.70786 2.63233 0.3 0.1 -0.2
C -0.46397 3.40453 3.80492 0.0 0.0 -0.1
C 0.39144 4.45517 4.11582 0.0 0.1 0.0
C 1.43190 4.78881 3.26335 0.0 0.1 0.1
C 1.64611 4.07161 2.09214 0.1 0.0 0.0
C 0.80169 3.02449 1.76020 -0.3 -0.3 0.2
P 1.11298 2.07074 0.22276 0.2 -0.2 0.0
C 0.71837 3.10802 -1.18146 -0.1 0.1 0.0
C 1.24245 2.77498 -2.43119 -0.1 0.0 0.0
C 0.89221 3.51917 -3.54462 0.0 0.0 0.0
C 0.01412 4.58733 -3.41412 0.0 0.0 0.0
C -0.52793 4.90486 -2.17468 0.0 0.0 0.0
C -0.18425 4.16287 -1.05638 0.0 0.0 0.0
C 2.90925 1.80579 0.21896 0.0 0.0 0.0
C 3.39645 0.78128 1.03362 0.0 0.0 0.0
C 4.75666 0.52533 1.09076 0.0 0.0 0.0
C 5.63875 1.28195 0.32867 0.0 0.0 0.0
C 5.16009 2.30073 -0.48281 0.0 0.0 0.0
C 3.79794 2.56529 -0.53845 0.0 0.0 0.0
H -1.29092 3.13199 4.44853 0.0 0.0 0.0
H 0.24045 5.01958 5.02662 0.0 0.0 0.0
H 2.08762 5.61380 3.51082 0.0 0.0 0.0
H 2.47241 4.33167 1.44117 0.0 0.0 0.0
H 1.90601 1.92576 -2.54315 0.0 0.1 0.0
H 1.28897 3.24929 -4.51458 0.0 0.0 0.0
H -0.26063 5.16728 -4.28617 0.0 0.0 0.0
H -1.23146 5.72221 -2.08237 0.0 0.0 0.0
H -0.62810 4.38577 -0.09417 0.0 0.0 0.0
H 2.70916 0.18095 1.62095 0.0 0.0 0.0
H 5.12695 -0.27419 1.72012 0.0 0.0 0.0
H 6.70074 1.07316 0.36367 0.0 0.0 0.0
H 5.84642 2.89206 -1.07641 0.0 0.0 0.0
H 3.42960 3.35690 -1.18080 0.0 0.0 0.1
O 1.14340 -0.18223 -4.02380 0.0 0.0 -0.2
C 1.13546 -0.55480 -2.86874 -0.2 0.0 0.3
O 0.09003 -0.37667 -2.10343 0.2 0.0 -0.3
C 2.39515 -1.22078 -2.31994 0.0 0.0 0.1
C 3.50650 -1.12342 -3.15329 0.0 0.0 0.1
C 4.73728 -1.65877 -2.80631 0.0 0.0 0.0
C 4.88783 -2.31008 -1.58886 0.0 0.0 0.0
C 3.80281 -2.42169 -0.74266 0.0 0.0 0.0
C 2.54498 -1.89982 -1.09136 0.0 -0.1 0.0
S 1.29575 -2.24016 0.07923 0.0 0.1 0.0
H 3.36877 -0.60985 -4.09484 0.0 0.0 0.0
H 5.57620 -1.56569 -3.48494 0.0 0.0 0.0
H 5.84631 -2.72227 -1.29664 0.0 0.0 0.0
H 3.90205 -2.92185 0.21380 0.0 0.0 -0.1
```
Forces are in eV/Å.

Multiplicity ... 3
Orbital gap (alpha / beta) ... 8.281 / 5.303 eV
Largest force on an atom ... 0.01325 hartree/bohr
Expectation value of S² ... 2.022
LUMO (alpha / beta) ... -0.030 / -3.113 eV

[3]
Below is a structure of composition C25H18BiN6O2SSe4, with properties calculated with ωB97M-V/def2-TZVPD.

```
57
Properties=species:S:1:pos:R:3:forces:R:3
Bi -0.91000 0.67732 -0.81483 0.6 -0.1 -0.6
O -4.18479 -2.26452 -0.61211 0.1 0.0 0.0
C -3.12642 -1.67373 -0.81162 -0.2 0.2 0.2
N -2.79828 -0.43654 -0.37997 -0.1 -0.2 0.1
C -3.55505 0.19198 0.63860 0.0 0.0 0.2
C -4.93780 0.10071 0.74919 0.0 0.0 -0.1
C -5.60438 0.71954 1.79662 0.0 0.0 0.0
C -4.89473 1.44361 2.73958 0.0 0.0 0.0
C -3.51524 1.54112 2.65062 0.0 0.0 0.0
C -2.82941 0.92773 1.60448 -0.1 0.0 0.2
N -1.45375 1.10290 1.38253 0.0 0.0 0.2
C -0.57292 1.47570 2.32465 -0.3 -0.2 0.0
O -0.72327 1.49013 3.54645 0.1 0.1 0.0
C 0.75507 1.93731 1.75280 0.1 0.2 0.0
C 1.84682 2.13479 2.59047 0.0 0.0 0.1
C 3.03544 2.57283 2.03805 0.0 0.0 -0.1
C 3.09888 2.82126 0.67178 0.0 0.0 0.0
C 1.95383 2.63332 -0.08127 0.0 0.1 0.0
N 0.81327 2.20423 0.44916 0.2 -0.1 0.3
C -2.01860 -2.44123 -1.50188 0.1 -0.3 -0.1
C -2.20954 -3.80304 -1.72249 0.0 0.1 0.0
C -1.14652 -4.55644 -2.18312 0.0 0.0 0.0
C 0.06288 -3.92715 -2.44594 -0.1 0.0 0.0
C 0.14605 -2.55884 -2.25459 0.0 -0.1 -0.1
N -0.86558 -1.84075 -1.77607 -0.2 -0.2 0.1
H -5.48002 -0.46063 0.00627 0.0 0.0 0.0
H -6.68125 0.62864 1.86768 0.0 0.0 0.0
H -5.41475 1.95277 3.54220 0.0 0.0 0.0
H -2.94981 2.09375 3.38485 0.0 0.0 0.0
H 1.73560 1.93558 3.64676 0.0 0.0 0.0
H 3.90782 2.72705 2.66055 0.0 0.0 0.0
H 4.01317 3.15540 0.20051 0.0 0.0 0.0
H 1.92474 2.82821 -1.14879 0.1 0.0 0.0
H -3.17805 -4.22701 -1.50272 0.0 0.0 0.0
H -1.25288 -5.62370 -2.33255 0.0 0.0 0.0
H 0.92763 -4.48464 -2.77895 0.0 0.0 -0.1
H 1.04947 -2.00547 -2.47361 0.0 0.0 0.0
Se -2.08974 3.05878 -0.87147 -0.3 0.6 -0.3
Se -2.89994 3.36949 -3.04238 -0.1 -0.2 0.1
Se -1.06773 2.81252 -4.34787 0.2 0.1 -0.1
Se -0.80810 0.53619 -3.88610 -0.1 0.1 0.0
N 2.63325 0.76589 -3.41402 -0.3 0.1 -0.3
C 2.94818 0.26919 -2.21475 0.6 -0.2 0.4
N 2.09105 -0.13323 -1.33914 -0.3 -0.1 -0.1
C 2.69373 -0.57146 -0.17971 0.5 0.0 0.0
C 2.04173 -1.05482 0.95117 0.0 0.0 -0.1
C 2.79191 -1.47599 2.03634 -0.1 0.0 0.0
C 4.18218 -1.42240 2.01540 0.1 0.0 0.0
C 4.85160 -0.92792 0.90507 0.0 0.0 0.0
C 4.10126 -0.50744 -0.17823 -0.1 0.0 0.0
S 4.65776 0.15036 -1.69687 -0.3 0.0 -0.1
H 1.64337 0.73744 -3.69968 0.1 0.0 0.1
H 3.33897 0.96976 -4.09575 0.0 0.0 0.0
H 0.95915 -1.08874 0.97085 0.0 -0.1 0.0
H 2.27835 -1.84434 2.91503 0.0 0.0 0.0
H 4.75303 -1.76553 2.86849 0.0 0.0 0.0
H 5.93235 -0.86990 0.88036 0.0 0.0 0.0
```
Forces are in eV/Å.

Orbital gap ... 6.210 eV
Largest force on an atom ... 0.01684 hartree/bohr
Net charge ... -1
LUMO ... 2.009 eV